{
  "formula": "C22H66O12",
  "method": "ωB97M-V/def2-TZVPD",
  "e_homo_ev": -9.37,
  "de_lowest_ev": 0.1628,
  "smiles": "OCCO.CCO.CCO.CCO.CCO.CCO.CCO.CCO.CCO.CCO.CCO",
  "total_energy_ha": -1780.5329,
  "molar_mass_g_mol": 522.8,
  "species": ["O", "C", "C", "O", "H", "H", "H", "H", "H", "H", "C", "C", "O", "H", "H", "H", "H", "H", "H", "C", "C", "O", "H", "H", "H", "H", "H", "H", "C", "C", "O", "H", "H", "H", "H", "H", "H", "C", "C", "O", "H", "H", "H", "H", "H", "H", "C", "C", "O", "H", "H", "H", "H", "H", "H", "C", "C", "O", "H", "H", "H", "H", "H", "H", "C", "C", "O", "H", "H", "H", "H", "H", "H", "C", "C", "O", "H", "H", "H", "H", "H", "H", "C", "C", "O", "H", "H", "H", "H", "H", "H", "C", "C", "O", "H", "H", "H", "H", "H", "H"],
  "coordinates": [[-13.6173, -4.4171, 30.0476], [-13.9525, -4.4190, 28.6479], [-14.5015, -5.7534, 28.1532], [-14.6496, -5.7644, 26.7205], [-12.8878, -3.7882, 30.1356], [-14.5856, -3.5528, 28.4523], [-13.0332, -4.2546, 28.0823], [-15.4195, -6.0226, 28.6799], [-13.8810, -6.5864, 28.4862], [-15.4213, -5.2310, 26.5046], [-10.5666, -2.9480, 32.0498], [-10.3863, -3.1425, 30.5631], [-11.5817, -2.7500, 29.8579], [-11.4290, -3.5047, 32.4175], [-10.6567, -1.9035, 32.3481], [-9.7264, -3.3698, 32.6020], [-10.2725, -4.1965, 30.3047], [-9.5061, -2.6512, 30.1469], [-11.2462, -2.5709, 28.9746], [-16.2382, -0.3096, 31.0696], [-15.5033, -1.1250, 30.0146], [-16.5018, -1.7075, 29.2312], [-15.5004, 0.2554, 31.6413], [-16.7499, -0.9707, 31.7707], [-16.9822, 0.3754, 30.6649], [-14.8600, -1.9369, 30.3583], [-14.8891, -0.4627, 29.4049], [-17.1108, -2.1901, 29.7951], [-11.6551, 2.0941, 30.3533], [-11.5778, 0.6570, 29.8066], [-11.9890, -0.1241, 30.9241], [-11.4452, 2.8294, 29.5761], [-10.9303, 2.1396, 31.1655], [-12.6436, 2.3144, 30.7558], [-10.5451, 0.4242, 29.5405], [-12.1544, 0.5501, 28.8865], [-11.7634, -1.0454, 30.7536], [-10.6238, -6.2925, 26.6594], [-11.5263, -6.3719, 25.4030], [-12.6587, -7.1966, 25.5947], [-9.5809, -6.2471, 26.3450], [-10.7421, -7.1393, 27.3344], [-10.9182, -5.3625, 27.1464], [-10.9951, -6.7113, 24.5132], [-11.8376, -5.3496, 25.1803], [-13.3506, -6.6159, 25.9329], [-13.9601, -10.1814, 27.7330], [-13.1700, -10.5861, 26.5383], [-12.4997, -11.7828, 26.7444], [-13.2525, -9.8791, 28.5084], [-14.5255, -10.9218, 28.3003], [-14.6035, -9.3218, 27.5462], [-12.4725, -9.7707, 26.3405], [-13.8445, -10.7448, 25.6944], [-12.3513, -12.1298, 25.8617], [-17.2912, -8.5462, 29.1644], [-18.3017, -9.6272, 29.6238], [-18.5356, -10.4945, 28.5324], [-17.0673, -7.8223, 29.9492], [-17.6130, -8.0958, 28.2250], [-16.2954, -8.9262, 28.9318], [-19.2183, -9.0913, 29.8781], [-17.9847, -10.1537, 30.5230], [-18.9674, -9.9404, 27.8772], [-18.8284, -5.4472, 25.8313], [-18.2347, -5.0621, 27.1284], [-17.1069, -4.2679, 26.8134], [-19.0043, -4.5416, 25.2501], [-19.7305, -6.0242, 26.0369], [-18.0706, -6.0065, 25.2823], [-17.9437, -5.9677, 27.6612], [-18.9998, -4.5580, 27.7211], [-17.5065, -3.3983, 26.7242], [-11.4744, -7.8319, 30.5039], [-10.7119, -7.6725, 31.8247], [-10.6571, -6.3228, 32.1723], [-12.4250, -7.3000, 30.4919], [-11.6098, -8.9128, 30.4428], [-10.8964, -7.4578, 29.6585], [-9.7154, -8.1136, 31.8361], [-11.2903, -8.2178, 32.5743], [-11.5711, -6.0211, 32.2260], [-14.4297, -3.9149, 33.3835], [-14.3345, -5.4284, 33.3339], [-13.4144, -5.8015, 32.3067], [-15.0816, -3.6447, 34.2166], [-14.8415, -3.4562, 32.4847], [-13.4917, -3.4377, 33.6689], [-15.3308, -5.7908, 33.0744], [-14.0873, -5.7811, 34.3346], [-13.6115, -5.2052, 31.5728], [-14.0953, -2.1146, 26.0477], [-13.7211, -0.8422, 26.8095], [-12.5296, -0.4046, 26.2297], [-13.3387, -2.8870, 26.1786], [-14.1914, -1.8882, 24.9860], [-15.0776, -2.4070, 26.4205], [-13.5497, -1.0086, 27.8750], [-14.4936, -0.0724, 26.7644], [-12.4466, 0.5317, 26.4285]],
  "mulliken_charge": [-0.100, 0.570, -0.021, -0.455, -0.095, -0.333, -0.132, -0.003, 0.021, 0.164, -0.999, -0.402, 0.097, -0.071, 0.424, 0.406, 0.370, 0.456, 0.033, -1.498, 0.925, -0.470, 0.380, 0.405, 0.358, -0.359, -0.023, 0.299, -1.365, 0.352, -0.629, 0.399, 0.307, 0.296, 0.350, -0.079, 0.103, -0.273, -0.397, -0.478, 0.433, 0.003, -0.152, 0.348, 0.252, 0.313, -0.506, -0.147, -0.553, 0.014, 0.423, 0.035, 0.059, 0.340, 0.324, -0.274, -0.511, -0.509, 0.358, 0.037, -0.043, 0.299, 0.355, 0.294, -1.154, 0.178, -0.462, 0.357, 0.392, 0.260, -0.260, 0.387, 0.241, -0.350, -0.543, -0.460, 0.117, 0.299, 0.015, 0.368, 0.311, 0.322, -1.023, -0.266, -0.482, 0.480, 0.179, 0.251, 0.228, 0.406, 0.472, -0.504, 0.384, -0.569, 0.005, 0.498, -0.129, -0.399, 0.397, 0.327]
}

{
  "formula": "C6H10N2O",
  "method": "ωB97M-V/def2-TZVPD",
  "e_homo_ev": [-6.25, -6.26],
  "de_lowest_ev": 4.3697,
  "total_energy_ha": -419.2259,
  "molar_mass_g_mol": 126.2,
  "species": ["C", "C", "C", "C", "N", "N", "C", "C", "O", "H", "H", "H", "H", "H", "H", "H", "H", "H", "H"],
  "coordinates": [[0.9139, -2.1826, 0.7378], [-1.1823, 0.5246, 0.6737], [0.3015, 1.5822, 0.0677], [0.9156, -0.8667, 0.0429], [-1.8502, 0.0049, -0.4212], [0.9305, -0.8716, -1.3353], [0.5257, 0.3141, 0.7026], [-0.0480, 2.7714, -0.3347], [-1.7330, 0.7820, 1.7262], [-1.3834, 0.0057, -1.3134], [-2.8318, 0.2320, -0.4431], [1.2513, -1.7100, -1.7947], [1.0935, 0.0266, -1.7794], [0.7649, 0.3677, 1.7589], [0.9668, -2.0517, 1.8178], [-0.0003, -2.7476, 0.5119], [1.7647, -2.7951, 0.4225], [-1.0849, 3.1211, -0.3420], [0.6855, 3.4931, -0.6983]],
  "mulliken_charge": [-1.556, 0.582, -0.837, 0.622, -0.409, -0.411, 0.471, -0.848, -0.639, 0.237, 0.256, 0.211, 0.240, 0.461, 0.323, 0.322, 0.459, 0.249, 0.265]
}

{
  "formula": "C24H27Cl2N4O2Ta",
  "method": "ωB97M-V/def2-TZVPD",
  "e_homo_ev": -13.84,
  "de_lowest_ev": 0.5390,
  "charge": 2,
  "total_energy_ha": -2277.2050,
  "molar_mass_g_mol": 655.4,
  "species": ["Ta", "C", "C", "C", "N", "C", "C", "C", "C", "C", "C", "C", "N", "C", "C", "C", "N", "C", "C", "C", "C", "C", "C", "C", "N", "C", "C", "H", "H", "H", "H", "H", "H", "H", "H", "H", "H", "H", "H", "H", "H", "H", "H", "H", "H", "H", "H", "H", "H", "H", "H", "H", "H", "Cl", "C", "Cl", "C", "O", "O", "H"],
  "coordinates": [[0.6545, 0.2523, 0.4858], [-1.4017, 2.7039, 2.7121], [-0.8330, 3.2543, 1.4120], [-1.3958, 2.6732, 0.1081], [-0.5173, 1.6597, -0.5204], [-0.4372, 1.6447, -1.8836], [-1.4384, 2.2077, -2.6781], [-1.5510, 2.3257, -4.0520], [-0.6741, 1.9291, -5.0481], [0.5368, 1.2881, -4.8720], [1.1500, 0.8712, -3.6981], [0.7550, 0.9905, -2.3720], [1.5127, 0.5183, -1.3429], [2.7912, -0.1698, -1.5502], [2.5549, -1.6613, -1.7392], [2.0170, -2.3035, -0.4713], [0.7086, -1.7597, -0.0374], [-0.3350, -2.5668, 0.3130], [-0.3429, -3.9395, 0.0647], [-1.2562, -4.9293, 0.3904], [-2.5037, -4.8307, 0.9846], [-3.1298, -3.6581, 1.3530], [-2.6389, -2.3588, 1.3330], [-1.3893, -1.8514, 0.9922], [-1.0598, -0.5562, 1.2894], [-1.8746, 0.1760, 2.2719], [-1.0680, 1.2502, 3.0272], [-2.4893, 2.8258, 2.7218], [-1.0233, 3.3237, 3.5255], [0.2585, 3.1713, 1.4085], [-1.0273, 4.3267, 1.3964], [-1.4809, 3.4968, -0.5969], [-2.4026, 2.2747, 0.2598], [-2.2895, 2.5914, -2.1344], [-2.4654, 2.7970, -4.3929], [-0.9712, 2.1352, -6.0686], [1.0865, 1.0596, -5.7774], [2.0933, 0.3661, -3.8554], [3.4160, 0.0034, -0.6645], [3.3410, 0.2644, -2.3825], [3.4903, -2.1558, -2.0036], [1.8522, -1.8188, -2.5616], [2.7287, -2.1444, 0.3462], [1.9777, -3.3749, -0.6247], [0.5209, -4.3226, -0.4566], [-0.9488, -5.9306, 0.1120], [-3.0510, -5.7520, 1.1360], [-4.1429, -3.7553, 1.7245], [-3.3505, -1.6192, 1.6731], [-2.2277, -0.5531, 2.9997], [-2.7566, 0.6196, 1.8039], [0.0151, 1.0707, 2.9141], [-1.2403, 1.0900, 4.0907], [3.3026, 2.5704, 3.9676], [3.6187, 1.0479, 3.1594], [5.0949, 1.0639, 2.1790], [2.5000, 0.7289, 2.2021], [1.9603, -0.4166, 2.1645], [2.0619, 1.5921, 1.3618], [3.7146, 0.2641, 3.9008]],
  "mulliken_charge": [0.537, -0.960, -0.931, -1.102, -0.124, 1.184, -0.382, -0.790, -0.652, -0.908, -0.604, 1.247, 0.028, -1.072, -0.358, -0.710, 0.150, 1.413, -0.732, -0.862, -0.615, -0.719, -0.347, 0.875, -0.183, -1.157, -0.388, 0.308, 0.483, 0.309, 0.434, 0.943, 0.442, 0.520, 0.391, 0.378, 0.377, 0.238, 0.194, 0.552, 0.507, 0.289, 0.192, 0.516, 0.281, 0.377, 0.385, 0.385, 0.594, 0.882, 0.473, 0.031, 0.511, -0.101, 0.022, -0.113, 0.233, -0.640, -0.589, 0.358]
}